Here is an isolated ion of composition C5H9N2 and charge +1 in a non-equilibrium geometry from the Open Molecules 2025 dataset. Energies are from ωB97M-V/def2-TZVPD.

Output
HOMO energy (alpha / beta) in eV: -15.47 / -15.33
Calculated total energy in Ha: -304.9545
Lowest unoccupied orbital energy (alpha / beta) in eV: -6.17 / -5.65
Total charge: +1
Energy above the lowest of the compared OMol25 structures with the same formula, charge and spin in kcal/mol: 172.88
HOMO-LUMO gap (alpha / beta) in eV: 9.296 / 9.681

```
16
C5H9N2, DFT ωB97M-V/def2-TZVPD
C -1.775 -0.254 0.040
C 0.300 -0.217 0.019
C -3.139 -0.138 -0.019
C 2.768 -0.409 0.079
C 1.572 0.524 -0.096
N 0.095 -1.491 -0.066
N -0.812 0.588 0.058
H -3.662 -0.932 -0.534
H -3.506 0.862 -0.165
H -3.773 -0.457 0.817
H 3.217 -0.512 0.996
H 3.666 -0.102 -0.492
H 2.678 -1.505 -0.260
H 1.652 1.058 -1.017
H 1.739 1.440 0.471
H -1.020 1.545 0.168
```

Taken from the Löwdin analysis, the atomic charges in e are:
1. C 0.045
2. C -0.414
3. C 0.008
4. C -0.088
5. C -0.164
6. N 0.346
7. N 0.183
8. H 0.133
9. H 0.120
10. H 0.147
11. H 0.042
12. H 0.093
13. H 0.112
14. H 0.123
15. H 0.133
16. H 0.180